# 1
DFT (ωB97M-V/def2-TZVPD) results for a 2-piece molecular cluster, C6H12 overall in a non-equilibrium geometry.

Geometry as XYZ:
```
18
Properties=species:S:1:pos:R:3:mulliken_charge:R:1
C -1.615 1.965 -0.638 -0.96
C -1.530 0.578 -1.207 0.21
C -2.316 0.115 -2.167 -0.83
H -2.078 1.951 0.347 0.24
H -2.303 2.530 -1.275 0.32
H -0.678 2.517 -0.531 0.27
H -0.954 -0.138 -0.631 0.21
H -2.287 -0.937 -2.411 0.27
H -2.863 0.768 -2.840 0.27
C 2.710 -0.075 1.234 -0.96
C 1.441 -0.802 1.507 0.05
C 1.150 -2.071 1.254 -0.74
H 3.585 -0.692 1.062 0.33
H 2.894 0.594 2.077 0.28
H 2.509 0.597 0.398 0.22
H 0.636 -0.167 1.875 0.29
H 0.157 -2.439 1.457 0.27
H 1.928 -2.782 0.993 0.25
```

Computed properties:
relative energy (zero: lowest compared OMol25 entry of this formula, charge and spin) = 46.3 kcal per mole
frontier orbital gap = 10.69 eV
calculated total energy = -235.74437 hartree
SMILES string = C=CC.C=CC

# 2
DFT (ωB97M-V/def2-TZVPD) results for one molecule with the formula C6H12 in a non-equilibrium geometry.

Geometry as XYZ:
```
18
Properties=species:S:1:pos:R:3:mulliken_charge:R:1
C -1.718 -0.886 0.468 -0.76
C -1.600 0.050 -0.833 -0.54
C -0.301 0.925 -0.772 -0.49
C 0.846 0.002 -0.349 0.08
C 1.046 -0.392 1.107 -0.84
C 2.064 0.414 0.324 -0.58
H -2.008 -0.117 1.222 0.23
H -2.373 -1.709 0.480 0.39
H -0.718 -1.182 0.567 0.06
H -1.420 -0.625 -1.661 0.30
H -2.617 0.561 -1.011 0.34
H -0.508 1.806 -0.035 0.24
H -0.132 1.381 -1.789 0.29
H 1.148 -0.730 -1.151 0.20
H 1.089 -1.505 1.198 0.24
H 0.249 -0.005 1.684 0.41
H 3.073 -0.035 0.053 0.24
H 2.196 1.477 0.771 0.20
```

Computed properties:
relative energy (zero: lowest compared OMol25 entry of this formula, charge and spin) = 60.7 kcal per mole
frontier orbital gap = 11.10 eV
calculated total energy = -235.72156 hartree
SMILES string = CCCC1CC1

# 3
DFT (ωB97M-V/def2-TZVPD) results for one molecule with the formula C6H12.

Geometry as XYZ:
```
18
Properties=species:S:1:pos:R:3:mulliken_charge:R:1
C -2.327 -0.369 -0.216 -1.18
C -1.204 0.299 0.575 -0.72
C 0.067 0.466 -0.246 0.46
C 1.324 0.974 0.503 -0.91
C 2.131 -0.237 -0.027 -0.41
C 0.827 -0.835 -0.608 -0.86
H -2.614 0.242 -1.081 0.32
H -2.007 -1.348 -0.593 0.30
H -3.219 -0.521 0.400 0.35
H -1.535 1.279 0.947 0.32
H -0.968 -0.305 1.463 0.33
H -0.147 1.072 -1.137 0.38
H 1.689 1.959 0.200 0.29
H 1.197 0.977 1.591 0.29
H 2.639 -0.843 0.730 0.26
H 2.864 0.031 -0.795 0.22
H 0.459 -1.705 -0.052 0.29
H 0.850 -1.096 -1.670 0.28
```

Computed properties:
relative energy (zero: lowest compared OMol25 entry of this formula, charge and spin) = 21.4 kcal per mole
frontier orbital gap = 11.73 eV
calculated total energy = -235.78413 hartree
SMILES string = CCC1CCC1

# 4
DFT (ωB97M-V/def2-TZVPD) results for one molecule with the formula C6H12.

Geometry as XYZ:
```
18
Properties=species:S:1:pos:R:3:mulliken_charge:R:1
C -1.553 0.741 0.128 -1.50
C -0.517 -0.165 0.788 0.27
C -0.546 -1.576 0.167 -0.65
C 0.557 -1.113 -0.814 -0.77
C 0.918 -0.012 0.218 0.22
C 1.378 1.392 -0.145 -1.48
H -1.408 1.798 0.377 0.34
H -1.523 0.652 -0.966 0.32
H -2.560 0.451 0.447 0.38
H -0.597 -0.094 1.878 0.36
H -0.156 -2.328 0.861 0.26
H -1.509 -1.926 -0.224 0.33
H 0.156 -0.660 -1.725 0.25
H 1.312 -1.852 -1.098 0.34
H 1.632 -0.449 0.926 0.28
H 0.708 1.877 -0.865 0.32
H 1.371 2.009 0.765 0.33
H 2.394 1.423 -0.554 0.40
```

Computed properties:
relative energy (zero: lowest compared OMol25 entry of this formula, charge and spin) = 20.9 kcal per mole
frontier orbital gap = 11.60 eV
calculated total energy = -235.78493 hartree
SMILES string = C[C@@H]1CC[C@@H]1C

# 5
DFT (ωB97M-V/def2-TZVPD) results for one molecule with the formula C6H12.

Geometry as XYZ:
```
18
Properties=species:S:1:pos:R:3:mulliken_charge:R:1
C -1.202 -1.655 0.199 -0.91
C -0.498 -1.154 -0.812 -0.17
C -0.060 0.286 -0.949 0.45
C -1.068 1.330 -0.466 -1.53
C 1.293 0.369 -0.196 -0.62
C 1.187 0.084 1.300 -1.05
H -1.671 -1.020 0.948 0.29
H 0.566 -0.796 1.485 0.28
H -1.290 -2.727 0.352 0.26
H -0.032 -1.845 -1.516 0.31
H 0.139 0.488 -2.012 0.29
H -0.650 2.338 -0.580 0.37
H -1.328 1.202 0.590 0.33
H -1.997 1.285 -1.045 0.36
H 1.980 -0.348 -0.666 0.36
H 0.739 0.930 1.833 0.27
H 1.741 1.361 -0.323 0.36
H 2.172 -0.109 1.732 0.36
```

Computed properties:
relative energy (zero: lowest compared OMol25 entry of this formula, charge and spin) = 23.0 kcal per mole
frontier orbital gap = 10.74 eV
calculated total energy = -235.78152 hartree
SMILES string = C=C[C@@H](C)CC

# 6
DFT (ωB97M-V/def2-TZVPD) results for one molecule with the formula C6H12BN in a non-equilibrium geometry.

Geometry as XYZ:
```
20
Properties=species:S:1:pos:R:3:mulliken_charge:R:1
B -1.805 -0.400 0.055 -0.39
C -3.801 0.952 -0.588 -0.93
C -3.205 0.186 0.322 -0.23
C 2.271 1.219 0.960 -1.50
C 1.831 0.464 -0.280 0.02
C 1.593 -0.949 0.088 -0.60
C 0.433 -1.583 -0.726 -0.49
N -0.813 -0.969 -0.454 0.29
H -4.639 1.508 -0.302 0.33
H -3.335 1.172 -1.507 0.33
H -3.699 -0.096 1.191 0.41
H 2.643 2.171 0.842 0.41
H 2.992 0.609 1.387 0.40
H 0.913 1.004 -0.653 0.22
H 2.690 0.405 -1.057 0.21
H 2.413 -1.615 0.052 0.42
H 1.068 -0.878 1.081 0.21
H 0.554 -1.788 -1.822 0.27
H 0.402 -2.632 -0.336 0.26
H 1.495 1.218 1.745 0.34
```

Computed properties:
relative energy (zero: lowest compared OMol25 entry of this formula, charge and spin) = 15.5 kcal per mole
frontier orbital gap (alpha / beta) = 6.67 / 6.87 eV
expectation value of S² = 2.014
2S+1 = 3
calculated total energy = -315.22612 hartree

# 7
DFT (ωB97M-V/def2-TZVPD) results for a 2-piece molecular cluster, C6H12Br2N3 overall in a non-equilibrium geometry.

Geometry as XYZ:
```
23
Properties=species:S:1:pos:R:3:mulliken_charge:R:1
C 0.700 -1.107 1.039 0.87
C 1.793 1.150 0.141 0.07
C -0.139 -0.906 2.197 -1.45
C -0.509 1.774 -0.741 -0.62
C -1.178 0.694 -1.761 -0.65
C 2.068 -0.884 0.949 -0.71
N -0.060 -1.512 0.001 -0.27
N 0.666 1.237 -0.249 0.11
N -2.033 -0.214 -1.075 -0.59
Br 3.312 2.064 0.055 0.03
Br 2.995 -1.786 -0.486 0.01
H -0.726 -0.059 1.923 0.32
H -0.649 -1.869 2.324 0.40
H 0.423 -0.741 3.080 0.41
H -1.228 2.049 0.052 0.32
H -0.323 2.752 -1.272 0.38
H -1.686 1.366 -2.462 0.44
H -0.425 0.137 -2.256 0.34
H 2.892 -0.664 1.646 0.53
H 0.428 -1.675 -0.895 0.20
H -2.566 0.089 -0.319 0.24
H -1.021 -1.389 -0.025 0.35
H -2.735 -0.507 -1.866 0.26
```

Computed properties:
frontier orbital gap (alpha / beta) = 7.21 / 6.89 eV
expectation value of S² = 2.010
2S+1 = 3
calculated total energy = -5547.66964 hartree
total charge = +1

# 8
DFT (ωB97M-V/def2-TZVPD) results for C6H12Br6 as an isolated structure in a non-equilibrium geometry.

Geometry as XYZ:
```
24
Properties=species:S:1:pos:R:3:mulliken_charge:R:1
Br 0.838 0.554 1.277 -0.07
C 1.947 0.562 -0.286 -0.68
C 3.103 -0.421 0.044 -0.64
Br 2.369 -2.290 -0.267 -0.17
H 2.204 1.606 -0.461 0.50
H 1.374 0.179 -1.130 0.35
H 3.653 -0.244 0.968 0.41
H 3.844 -0.278 -0.743 0.42
Br -2.827 3.266 -1.628 -0.20
C -1.522 2.039 -0.625 -0.62
C -2.257 1.091 0.286 -0.13
Br -3.395 -0.118 -0.739 -0.08
H -0.936 2.678 0.037 0.39
H -0.870 1.595 -1.377 0.30
H -2.908 1.566 1.019 0.51
H -1.644 0.448 0.918 -0.30
Br -2.041 -2.271 -1.119 -0.19
C -0.283 -1.409 -0.472 0.32
C -0.123 -1.735 1.052 -0.77
Br -1.438 -0.610 2.023 -0.11
H -0.271 -0.320 -0.505 -0.75
H 0.583 -1.592 -1.108 0.50
H 0.840 -1.514 1.512 0.52
H -0.239 -2.784 1.324 0.46
```

Computed properties:
relative energy (zero: lowest compared OMol25 entry of this formula, charge and spin) = 209.3 kcal per mole
frontier orbital gap = 7.26 eV
calculated total energy = -15679.57712 hartree

# 9
DFT (ωB97M-V/def2-TZVPD) results for a 3-piece molecular cluster, C6H12Br6 overall in a non-equilibrium geometry.

Geometry as XYZ:
```
24
Properties=species:S:1:pos:R:3:mulliken_charge:R:1
Br -0.388 -1.979 -3.176 0.35
C -1.485 -1.289 -1.663 -0.19
C -2.744 -2.106 -1.569 -0.59
Br -3.969 -1.940 -3.122 0.07
H -1.732 -0.238 -1.818 0.26
H -0.784 -1.256 -0.829 0.13
H -3.293 -2.009 -0.632 0.46
H -2.436 -3.150 -1.616 0.40
Br 1.426 1.876 -0.357 -0.10
C -0.072 2.878 -1.227 -0.41
C -0.669 3.946 -0.290 -0.62
Br -1.402 2.944 1.281 -0.14
H -0.798 2.167 -1.620 0.18
H 0.331 3.411 -2.088 0.36
H -1.413 4.597 -0.749 0.40
H 0.090 4.594 0.148 0.36
Br 3.313 -0.648 4.345 -0.15
C 2.747 -1.946 2.897 -0.77
C 2.060 -1.177 1.862 -0.52
Br 1.540 -2.527 0.459 -0.16
H 2.072 -2.663 3.364 0.44
H 3.663 -2.428 2.556 0.43
H 2.721 -0.387 1.507 0.38
H 1.220 -0.669 2.335 0.44
```

Computed properties:
relative energy (zero: lowest compared OMol25 entry of this formula, charge and spin) = 7.5 kcal per mole
frontier orbital gap (alpha / beta) = 8.52 / 2.63 eV
expectation value of S² = 0.756
2S+1 = 2
calculated total energy = -15679.51308 hartree
total charge = +1

# 10
DFT (ωB97M-V/def2-TZVPD) results for C6H12BrFeN2 as an isolated structure in a non-equilibrium geometry.

Geometry as XYZ:
```
22
Properties=species:S:1:pos:R:3:mulliken_charge:R:1
C 0.257 0.844 -2.206 -0.81
Fe 0.236 0.410 -0.432 -0.47
N -0.357 -0.922 1.064 -0.67
H 0.914 -0.798 -1.132 -0.10
H 0.371 -1.020 1.785 0.24
H -0.895 -0.078 -1.359 0.07
H 0.351 0.168 -3.075 0.38
H 1.328 1.123 -1.883 0.14
H -0.253 1.800 -2.512 0.27
H -1.183 -0.556 1.554 0.27
H -0.600 -1.877 0.779 0.26
Br 3.109 2.699 3.863 -0.30
C 1.861 2.867 2.428 -0.16
C 1.338 4.112 2.096 -0.20
C 0.397 4.193 1.066 -0.61
C 0.030 3.036 0.377 -0.31
N 0.629 1.847 0.660 -0.16
C 1.498 1.729 1.713 -0.17
H 1.667 5.001 2.633 0.38
H -0.045 5.139 0.765 0.32
H -0.722 3.044 -0.415 0.31
H 1.894 0.740 1.941 0.32
```

Computed properties:
relative energy (zero: lowest compared OMol25 entry of this formula, charge and spin) = 41.3 kcal per mole
frontier orbital gap (alpha / beta) = 3.97 / 6.05 eV
expectation value of S² = 6.070
2S+1 = 5
calculated total energy = -4182.86766 hartree
total charge = -1

# 11
DFT (ωB97M-V/def2-TZVPD) results for C6H12BrNO2 as an isolated structure in a non-equilibrium geometry.

Geometry as XYZ:
```
22
Properties=species:S:1:pos:R:3:mulliken_charge:R:1
C -0.469 -1.250 -0.654 -1.16
C -0.677 0.437 1.096 -1.74
C 1.400 -0.985 1.200 -1.83
C 0.011 1.563 -1.799 -1.07
C 0.332 -0.291 0.306 1.93
C 1.148 0.670 -0.557 -0.85
N 1.799 1.780 0.160 1.06
O 1.079 2.738 0.481 -0.56
O 3.030 1.719 0.278 -0.55
Br 2.325 -0.196 -1.749 0.05
H -0.319 -0.768 -1.607 0.29
H -1.542 -1.359 -0.334 0.31
H 0.165 -2.199 -0.662 0.34
H -0.109 1.007 1.868 0.38
H -1.416 -0.372 1.557 0.44
H -1.165 1.182 0.498 0.34
H 2.010 -0.217 1.645 0.41
H 0.987 -1.563 1.881 0.60
H 2.127 -1.608 0.549 0.36
H 0.860 1.878 -2.375 0.48
H -0.483 2.367 -1.144 0.36
H -0.544 0.887 -2.453 0.39
```

Computed properties:
relative energy (zero: lowest compared OMol25 entry of this formula, charge and spin) = 102.3 kcal per mole
frontier orbital gap = 9.71 eV
calculated total energy = -3014.88103 hartree

# 12
DFT (ωB97M-V/def2-TZVPD) results for C6H12Cl12F18P3V as an isolated structure in a non-equilibrium geometry.

Geometry as XYZ:
```
52
Properties=species:S:1:pos:R:3:mulliken_charge:R:1
V -0.700 -1.481 -1.914 1.05
P 0.254 -1.602 -4.600 1.36
F 1.359 -0.585 -5.161 -0.35
F -0.477 -0.420 -3.779 -0.29
F -0.824 -1.380 -5.760 -0.37
F -0.707 -2.626 -3.788 -0.31
F 1.004 -2.843 -5.353 -0.36
F 1.229 -1.765 -3.315 -0.32
P -3.515 -1.897 -1.539 1.42
F -4.169 -2.772 -0.312 -0.39
F -2.513 -1.108 -0.633 -0.35
F -2.333 -2.966 -1.750 -0.35
F -2.772 -1.081 -2.728 -0.29
F -4.304 -2.732 -2.664 -0.34
F -4.674 -0.725 -1.449 -0.37
P 0.495 0.517 -0.148 1.55
F -0.809 0.642 -1.128 -0.30
F 0.052 -1.023 0.139 -0.36
F 1.133 -0.141 -1.440 -0.24
F 1.912 0.354 0.671 -0.33
F 0.961 2.052 -0.540 -0.32
F -0.179 0.987 1.256 -0.42
C -2.151 -3.712 3.125 -0.47
Cl -3.017 -3.209 4.637 -0.19
Cl -1.409 -2.333 2.364 -0.01
H -1.427 -4.495 3.349 0.32
H -2.841 -4.133 2.393 0.28
C 0.578 4.030 2.055 -0.04
Cl -0.918 3.930 1.020 -0.14
Cl 0.284 3.480 3.718 -0.17
H 1.360 3.452 1.561 -0.07
H 0.927 5.062 2.083 0.40
C 1.347 -0.563 3.662 0.88
Cl 1.848 -2.286 3.474 -0.19
Cl 1.692 -0.125 5.340 -0.20
H 1.959 0.004 2.961 -0.33
H 0.286 -0.453 3.439 -0.18
C -3.124 1.119 1.854 0.65
Cl -4.489 0.411 2.706 -0.18
Cl -3.776 2.026 0.437 -0.18
H -2.575 1.827 2.475 0.21
H -2.492 0.289 1.538 -0.60
C 4.922 1.518 1.375 0.31
Cl 6.095 0.187 1.668 -0.18
Cl 4.366 2.144 2.959 -0.17
H 5.411 2.289 0.779 0.33
H 4.015 1.227 0.846 -0.30
C 2.416 2.257 -3.093 0.09
Cl 3.576 1.035 -2.517 -0.16
Cl 2.791 2.625 -4.792 -0.18
H 1.409 1.846 -3.017 -0.15
H 2.513 3.144 -2.466 0.30
```

Computed properties:
relative energy (zero: lowest compared OMol25 entry of this formula, charge and spin) = 32.2 kcal per mole
frontier orbital gap (alpha / beta) = 9.67 / 10.57 eV
expectation value of S² = 3.752
2S+1 = 4
calculated total energy = -9524.55392 hartree
total charge = -1

Q: What is the calculated total energy in the sixth record?
A: -315.22612 hartree

Copy entry 9 word for word.
DFT (ωB97M-V/def2-TZVPD) results for a 3-piece molecular cluster, C6H12Br6 overall in a non-equilibrium geometry.

Geometry as XYZ:
```
24
Properties=species:S:1:pos:R:3:mulliken_charge:R:1
Br -0.388 -1.979 -3.176 0.35
C -1.485 -1.289 -1.663 -0.19
C -2.744 -2.106 -1.569 -0.59
Br -3.969 -1.940 -3.122 0.07
H -1.732 -0.238 -1.818 0.26
H -0.784 -1.256 -0.829 0.13
H -3.293 -2.009 -0.632 0.46
H -2.436 -3.150 -1.616 0.40
Br 1.426 1.876 -0.357 -0.10
C -0.072 2.878 -1.227 -0.41
C -0.669 3.946 -0.290 -0.62
Br -1.402 2.944 1.281 -0.14
H -0.798 2.167 -1.620 0.18
H 0.331 3.411 -2.088 0.36
H -1.413 4.597 -0.749 0.40
H 0.090 4.594 0.148 0.36
Br 3.313 -0.648 4.345 -0.15
C 2.747 -1.946 2.897 -0.77
C 2.060 -1.177 1.862 -0.52
Br 1.540 -2.527 0.459 -0.16
H 2.072 -2.663 3.364 0.44
H 3.663 -2.428 2.556 0.43
H 2.721 -0.387 1.507 0.38
H 1.220 -0.669 2.335 0.44
```

Computed properties:
relative energy (zero: lowest compared OMol25 entry of this formula, charge and spin) = 7.5 kcal per mole
frontier orbital gap (alpha / beta) = 8.52 / 2.63 eV
expectation value of S² = 0.756
2S+1 = 2
calculated total energy = -15679.51308 hartree
total charge = +1

Q: Among the records above, which one has the highest calculated total energy?
A: number 2

Q: calculated total energy of number 3 (C6H12)?
A: -235.78413 hartree